(P)
Here is C4H7NO as an isolated structure from OMol25. Energies are from wB97M-V/def2-TZVPD.

Summary:
HOMO level = -9.359 eV
net charge = 0

Structure (XYZ):
```
13
Properties=species:S:1:pos:R:3:lowdin_charge:R:1
O 1.263 -0.421 1.494 0.040
C 0.418 -0.150 0.435 -0.516
C -0.488 -1.131 -0.303 0.009
N -0.846 0.441 -0.865 -0.030
C -0.812 0.757 0.582 -0.140
C 0.663 0.571 -0.881 -0.112
H 1.896 -1.096 1.224 0.104
H -0.672 -1.146 -1.363 0.092
H -1.219 -1.631 0.345 0.102
H -0.683 1.826 0.755 0.110
H -1.692 0.349 1.087 0.114
H 1.189 0.017 -1.671 0.114
H 0.982 1.614 -0.838 0.114
```



(Q)
Here is one molecule with the formula C4H7NO from OMol25. Energies are from wB97M-V/def2-TZVPD.

Summary:
HOMO level = -9.723 eV
net charge = 0
SMILES = C[C@H]1COC=N1

Structure (XYZ):
```
13
Properties=species:S:1:pos:R:3:lowdin_charge:R:1
C 0.684 0.855 -0.809 -0.063
C 0.631 -0.545 -0.171 -0.355
C 0.145 -0.262 1.239 -0.135
O -1.217 0.163 0.936 -0.095
C -1.502 -0.515 -0.249 -0.222
N -0.556 -1.122 -0.831 0.098
H 0.563 0.789 -1.893 0.085
H 1.565 1.442 -0.554 0.078
H -0.195 1.331 -0.341 0.080
H 1.526 -1.166 -0.251 0.137
H 0.761 0.526 1.692 0.129
H 0.087 -1.114 1.923 0.124
H -2.492 -0.383 -0.691 0.139
```



(R)
Here is a 2-piece molecular cluster, C4H7NO overall from OMol25. Energies are from wB97M-V/def2-TZVPD.

Summary:
HOMO level = -9.944 eV
net charge = 0

Structure (XYZ):
```
13
Properties=species:S:1:pos:R:3:lowdin_charge:R:1
C 1.419 -0.587 -0.214 -0.083
C 0.207 0.268 -0.486 -0.555
C -0.301 1.063 0.692 -0.078
N -0.303 0.272 -1.655 0.125
C -1.420 -1.728 0.627 0.032
O -2.454 -1.528 0.205 0.060
H 1.463 -1.427 -0.912 0.078
H 2.315 0.026 -0.357 0.082
H 1.429 -0.969 0.814 0.070
H -1.217 1.611 0.452 0.079
H 0.464 1.782 1.003 0.086
H -1.113 0.897 -1.679 0.049
H -0.505 0.393 1.536 0.054
```



(S)
Here is C4H7NO as an isolated structure from OMol25. Energies are from wB97M-V/def2-TZVPD.

Summary:
HOMO level = -8.752 eV
net charge = 0

Structure (XYZ):
```
13
Properties=species:S:1:pos:R:3:lowdin_charge:R:1
C -1.362 -1.578 -1.004 0.000
C -0.826 -0.381 -0.293 -0.485
C 1.020 0.643 0.685 -0.272
C 2.237 1.163 0.730 0.016
O -1.650 0.550 0.077 0.010
N 0.461 -0.319 -0.021 0.058
H -0.970 1.345 0.704 0.175
H 0.077 1.541 1.029 0.130
H -0.554 -2.273 -1.222 0.084
H -1.842 -1.268 -1.932 0.086
H -2.115 -2.069 -0.386 0.088
H 2.454 2.086 1.239 0.049
H 3.068 0.560 0.395 0.059
```



Bottom line: (R), by a margin of 0.0206 hartree.